Molecular formula: C3H7N3O2
Method: DFT, ωB97M-V/def2-TZVPD

## Properties
Lowest unoccupied orbital energy ... -0.1 eV
HOMO energy ... -9.260 eV
Orbital gap ... 9.15 eV
E ... -433.09665 Eh
SMILES ... N/C=N/NCC(=O)O
Relative energy (zero: lowest compared OMol25 entry of this formula, charge and spin) ... 141.9 kcal per mole

Last column: Mulliken charge in e.
Cartesian coordinates (Å):
O 1.42 1.09 -0.62  -0.51
O 1.71 -0.16 -2.53  -0.54
N -0.72 0.16 3.21  -0.50
N -0.76 0.44 0.84  -0.62
N -1.17 -0.62 -0.34  -0.29
C -0.23 -0.81 -1.27  -0.30
C -1.10 -0.19 1.96  0.07
C 0.95 0.15 -1.60  0.46
H 0.84 1.09 0.11  0.49
H -0.75 -0.69 -2.44  0.22
H -0.55 -0.76 4.05  0.34
H -1.82 -1.15 1.84  0.31
H -2.11 -0.08 -0.70  0.32
H -0.08 1.13 3.05  0.32
H 0.22 -1.81 -1.22  0.23